Entry 1:
# C22H56AsF6N4O7V

C22H56AsF6N4O7V as an isolated structure at a distorted geometry (ωB97M-V/def2-TZVPD, OMol25).

The geometry in XYZ format:
```
97
Properties=species:S:1:pos:R:3:forces:R:3
O 5.633 -0.846 0.378 4.121 -2.254 -0.167
V 7.027 -1.656 0.285 -0.836 4.948 -3.790
O 8.102 -0.685 -0.562 -3.849 -3.556 3.221
As -0.333 -0.718 -2.158 -2.632 -0.908 -1.640
F 0.012 -1.939 -3.451 0.582 1.130 1.478
F -0.614 0.483 -3.463 0.521 -0.925 1.234
F -0.945 0.359 -0.963 0.515 0.696 0.233
F -0.203 -1.935 -0.872 0.894 0.409 -0.763
F 1.311 -0.118 -1.952 -0.679 -0.792 -0.166
F -2.044 -1.267 -2.301 0.961 0.328 -0.253
C -1.617 -1.303 6.595 1.035 -0.367 -1.913
C -1.233 0.055 5.898 -0.148 -0.209 1.259
C -1.689 1.028 7.034 -0.068 0.632 -2.313
C -1.133 2.446 6.813 -2.493 -2.184 1.346
C 0.314 2.383 6.879 1.094 0.355 -1.376
C 1.032 1.370 5.858 -0.716 1.860 0.487
N 0.278 0.117 5.740 -2.838 1.176 3.513
O 0.761 -0.889 4.965 0.704 0.141 -1.206
C 1.154 2.108 4.485 -0.820 -0.829 -0.023
C 2.344 1.059 6.561 -0.013 -1.065 -0.423
C -2.003 0.360 4.555 0.714 -0.495 0.996
H -1.076 -1.421 7.533 -0.253 0.269 0.084
H -1.247 -2.117 5.972 -0.147 -0.231 -0.118
H -2.694 -1.442 6.694 0.038 0.279 0.172
H -2.770 1.099 6.916 -0.195 -0.329 0.383
H -1.430 0.574 7.990 0.096 0.480 0.076
H -1.525 2.972 7.684 0.042 0.787 -0.262
H -1.505 2.883 5.886 -0.115 0.003 0.061
H 0.627 2.243 7.914 0.279 -0.144 -0.156
H 0.456 3.413 6.550 1.761 0.069 0.217
H 1.327 3.183 4.538 0.740 -0.220 0.104
H 1.779 1.555 3.783 0.670 0.374 0.137
H 0.196 2.051 3.967 -0.366 0.001 0.198
H 2.039 0.476 7.430 0.237 -0.023 0.126
H 2.886 0.380 5.903 0.522 0.081 0.144
H 2.956 1.890 6.912 -0.147 0.197 -0.440
H -3.083 0.223 4.610 -0.022 0.124 0.422
H -1.703 -0.326 3.762 0.329 0.155 -0.128
H -1.780 1.396 4.299 -0.173 -0.141 -0.340
H 0.596 -0.502 4.102 0.259 -0.759 -1.076
C -4.315 -4.610 1.776 -1.031 -1.391 -0.630
O -3.060 -5.057 1.312 0.496 0.702 0.382
H -4.514 -4.794 2.832 0.524 0.439 0.354
H -4.603 -3.607 1.462 0.242 0.052 0.096
H -4.983 -5.326 1.296 -0.536 0.295 -0.134
H -2.486 -4.288 1.302 0.333 -0.081 -0.106
C 2.941 5.352 -3.925 -0.240 0.301 -0.120
C 2.009 4.765 -4.985 -0.522 -0.392 -0.344
C 2.588 3.488 -5.674 -1.588 0.550 -0.149
O 1.717 3.016 -6.749 0.493 1.241 0.662
C 2.233 1.852 -7.430 0.248 1.776 2.156
N 0.713 4.541 -4.344 -0.294 -0.599 -0.184
H 4.004 5.371 -4.164 0.036 -0.095 0.067
H 2.706 4.866 -2.979 0.577 -0.396 0.007
H 2.601 6.372 -3.748 0.231 0.245 -0.117
H 1.719 5.510 -5.726 0.820 0.057 -0.457
H 2.673 2.744 -4.881 -0.113 -0.531 0.052
H 3.608 3.700 -5.993 0.087 0.093 -0.499
H 3.082 2.191 -8.024 -0.044 -0.409 -0.558
H 1.401 1.395 -7.965 0.403 -0.126 0.085
H 2.613 1.350 -6.540 0.101 -1.554 -0.710
H 0.700 3.678 -3.820 -0.060 -0.303 0.069
H 0.559 5.281 -3.673 -0.174 0.112 0.036
C -7.205 -0.039 -3.968 -1.980 1.420 1.537
C -6.485 1.272 -4.234 1.779 0.162 -0.456
C -6.404 2.395 -3.110 0.420 -0.894 -0.948
O -5.521 3.432 -3.544 -0.921 -0.108 0.517
C -5.467 4.407 -2.531 2.015 0.771 0.100
N -5.092 0.875 -4.595 -0.292 0.993 0.104
H -7.213 -0.172 -2.886 0.308 -0.666 0.131
H -6.872 -0.935 -4.492 0.185 0.410 -0.004
H -8.256 0.162 -4.175 -0.363 -0.510 -0.225
H -6.917 1.747 -5.115 0.045 0.139 -0.085
H -5.987 1.990 -2.187 0.113 -0.475 0.148
H -7.339 2.872 -2.816 -0.565 -0.355 -0.351
H -4.472 4.852 -2.565 0.328 -0.019 -0.376
H -5.448 4.011 -1.515 -0.684 -0.341 0.076
H -6.087 5.299 -2.616 -0.919 -0.435 -0.206
H -4.680 0.468 -3.768 0.400 -0.068 0.192
H -5.177 0.111 -5.251 0.171 -0.024 -0.158
C 4.826 -5.382 -3.594 -1.606 -0.228 0.286
C 4.826 -4.659 -2.188 -1.510 -1.447 -0.587
C 4.311 -5.538 -1.048 0.408 0.214 1.832
O 4.520 -4.823 0.259 -0.169 -0.012 -1.403
C 4.060 -5.463 1.463 0.284 -0.703 -1.233
N 6.203 -4.336 -2.018 1.718 1.223 1.087
H 4.031 -5.006 -4.238 -0.064 -0.060 0.048
H 4.695 -6.462 -3.520 -0.199 -0.078 0.249
H 5.753 -5.285 -4.159 0.066 0.354 0.177
H 4.115 -3.835 -2.122 0.574 0.608 -0.613
H 4.851 -6.482 -0.978 0.204 -0.227 -0.091
H 3.256 -5.770 -1.195 -0.103 0.159 0.091
H 4.142 -4.753 2.286 -0.177 -0.019 -0.220
H 4.681 -6.337 1.656 0.300 -0.046 0.253
H 3.058 -5.875 1.346 -0.292 0.461 0.096
H 6.540 -4.270 -2.968 0.565 0.936 0.143
H 6.641 -5.203 -1.740 0.371 -0.183 0.597
```
Forces are in eV/Å.

Summary:
E_LUMO in eV: -5.91
ΔE to the lowest compared entry with this formula, charge and spin in kcal/mol: 280.2
Electronic energy in Eh: -5396.14089
Orbital gap in eV: 1.787

Entry 2:
# C5H8N2O2

A 2-piece molecular cluster, C5H8N2O2 overall at a distorted geometry (ωB97M-V/def2-TZVPD, OMol25).

The geometry in XYZ format:
```
17
Properties=species:S:1:pos:R:3:forces:R:3
C 2.148 -0.068 -0.392 -3.670 0.723 0.446
C 1.660 -0.458 0.795 -0.640 0.706 -0.344
N 0.501 0.031 1.390 -0.727 0.835 -0.272
C -0.636 -0.110 0.870 0.088 0.130 2.520
C -0.987 -1.046 -0.174 -3.576 1.786 0.348
O -1.710 0.470 1.458 -1.098 -1.406 -1.568
H 3.083 -0.315 -0.651 3.274 -1.170 -1.017
H 1.555 0.489 -1.176 0.637 -0.327 1.441
H 2.060 -1.116 1.533 1.499 -0.379 -0.110
H -0.355 -1.786 0.050 1.715 -3.829 0.220
H -0.667 -0.616 -1.043 0.665 0.776 -2.749
H -2.091 -1.217 -0.207 1.122 -0.345 0.110
H -1.402 1.029 2.128 0.871 1.460 1.788
N -0.728 1.922 -0.581 -2.437 -1.410 -0.901
C -0.595 3.112 -0.453 0.983 -1.017 0.255
O -0.120 4.150 -0.282 -0.314 1.450 -0.014
H -1.591 1.301 -0.546 1.607 2.018 -0.152
```
Forces are in eV/Å.

Summary:
E_LUMO in eV: 0.59
ΔE to the lowest compared entry with this formula, charge and spin in kcal/mol: 73.5
Electronic energy in Eh: -455.24128
Orbital gap in eV: 9.368
SMILES string: C=C/N=C(\C)O.N=C=O

Entry 3:
# C19H17N3OS2

One molecule with the formula C19H17N3OS2 at a distorted geometry (ωB97M-V/def2-TZVPD, OMol25).

The geometry in XYZ format:
```
42
Properties=species:S:1:pos:R:3:forces:R:3
C -0.630 -4.356 2.565 0.052 0.015 -0.007
C -0.903 -3.003 1.986 -0.061 0.023 -0.073
C -0.680 -2.757 0.635 -0.039 0.174 0.234
C -0.856 -1.508 0.066 0.006 0.022 0.079
C -0.759 -1.405 -1.425 0.078 -0.022 -0.050
C -1.222 -0.439 0.898 0.138 -0.853 0.473
C -1.639 -0.704 2.228 0.309 -0.179 -0.361
C -1.431 -1.985 2.751 0.010 0.121 -0.180
C -2.354 0.297 2.988 -0.332 0.723 -0.015
C -2.835 -0.009 4.372 -0.024 0.008 -0.078
C -2.641 1.488 2.412 0.049 -0.586 0.448
C -2.055 1.817 1.171 0.215 0.091 -0.564
N -1.981 2.991 0.593 -0.783 0.077 1.072
N -1.135 2.890 -0.427 0.421 -0.265 -0.744
C -0.692 1.659 -0.491 0.160 0.230 -0.243
S 0.638 1.233 -1.536 0.365 -0.098 -0.191
C 1.208 2.911 -1.994 -0.200 -0.060 0.307
C 2.724 2.923 -1.980 -0.466 0.159 0.276
O 3.347 3.576 -1.172 -0.011 -0.032 -0.089
C 3.372 2.093 -2.981 0.870 -0.273 -0.381
C 2.836 1.293 -3.963 0.010 0.373 0.425
C 3.816 0.647 -4.731 0.310 -0.137 -0.153
C 5.082 0.961 -4.329 -0.044 0.211 0.264
S 5.108 2.046 -3.010 -0.509 -0.196 -0.226
N -1.276 0.887 0.486 -0.402 1.013 -0.084
H 0.442 -4.488 2.707 0.045 -0.081 0.046
H -0.976 -5.140 1.894 -0.015 -0.097 0.005
H -1.120 -4.475 3.528 -0.015 -0.063 0.062
H -0.379 -3.574 -0.005 0.017 -0.104 -0.110
H -1.349 -0.577 -1.809 -0.024 0.006 -0.117
H -1.134 -2.326 -1.869 -0.035 -0.011 -0.019
H 0.272 -1.277 -1.750 -0.035 -0.037 -0.104
H -1.707 -2.187 3.773 -0.054 -0.014 0.136
H -1.995 -0.243 5.025 0.016 -0.050 0.097
H -3.514 -0.860 4.367 -0.033 -0.082 0.083
H -3.360 0.850 4.781 -0.024 0.015 0.049
H -3.228 2.249 2.897 -0.050 0.079 0.120
H 0.812 3.144 -2.982 0.016 0.077 0.037
H 0.807 3.601 -1.253 0.145 0.005 -0.157
H 1.781 1.168 -4.124 -0.240 0.023 -0.014
H 3.596 -0.021 -5.544 -0.008 -0.109 -0.137
H 6.006 0.610 -4.744 0.171 -0.096 -0.117
```
Forces are in eV/Å.

Summary:
E_LUMO in eV: -0.07
ΔE to the lowest compared entry with this formula, charge and spin in kcal/mol: 52.6
Electronic energy in Eh: -1770.10049
Orbital gap in eV: 7.778
SMILES string: Cc1cc(C)c2c(c1)c(C)cc1nnc(SCC(=O)c3cccs3)n12

Entry 4:
# C4H6N2

One molecule with the formula C4H6N2 (ωB97M-V/def2-TZVPD, OMol25).

The geometry in XYZ format:
```
12
Properties=species:S:1:pos:R:3:forces:R:3
C -1.678 -0.113 -0.184 -0.017 0.015 -0.027
C -0.265 0.259 0.234 -0.038 -0.050 0.053
C 0.838 -0.740 0.232 0.207 0.279 0.026
C 1.919 -0.061 -0.171 -0.161 -0.199 0.128
N 1.562 1.274 -0.538 -0.257 -0.042 -0.089
N 0.330 1.449 -0.388 0.238 -0.092 0.017
H -2.311 0.778 -0.155 0.071 -0.133 -0.032
H -1.732 -0.551 -1.185 0.125 0.097 0.117
H -2.071 -0.839 0.535 -0.003 0.097 -0.187
H -0.324 0.637 1.269 -0.054 -0.133 0.118
H 0.773 -1.769 0.558 0.030 0.177 0.039
H 2.960 -0.353 -0.203 -0.140 -0.016 -0.163
```
Forces are in eV/Å.

Summary:
E_LUMO in eV: 0.37
ΔE to the lowest compared entry with this formula, charge and spin in kcal/mol: 44.0
Electronic energy in Eh: -265.46553
Orbital gap in eV: 9.829
SMILES string: C[C@H]1C=CN=N1

orbital gap of number 4 (C4H6N2)?
9.829 eV